[1]
Here is a cluster of 2 separate species, C4H6O4 in total from OMol25. Energies are from ωB97M-V/def2-TZVPD.

Computed properties:
HOMO level   -0.34824 hartree

Structure (XYZ):
```
14
Properties=species:S:1:pos:R:3:nbo_charge:R:1
O 2.1262 1.1125 0.4040 -0.483
C 0.9761 1.3572 0.1660 0.329
C 0.2215 0.8517 -1.0566 0.696
O -0.9498 1.0759 -1.2462 -0.605
O 0.9852 0.1602 -1.8849 -0.653
H 0.3699 2.0611 0.7624 0.142
H 0.4786 -0.1714 -2.6449 0.505
C -0.3753 -0.3973 1.4635 -0.564
C -0.3300 -1.3827 0.5684 0.179
O -1.2320 -1.6140 -0.3962 -0.670
H 0.3686 -0.3176 2.2321 0.229
H -1.2130 0.2794 1.5068 0.209
H 0.4807 -2.0975 0.5315 0.191
H -1.9068 -0.9175 -0.4058 0.494
```

***

[2]
Here is the molecule C4H6O6 at a distorted geometry from OMol25. Energies are from ωB97M-V/def2-TZVPD.

Computed properties:
HOMO level   -0.38300 hartree

Structure (XYZ):
```
16
Properties=species:S:1:pos:R:3:nbo_charge:R:1
O 3.7340 -0.8852 -0.5749 -0.549
C 2.4907 -0.4364 -0.2457 0.969
O 2.0672 0.0205 1.1198 -0.506
C 0.7052 0.6096 0.8979 0.334
O 1.0048 1.8037 0.0877 -0.716
C 0.1787 -0.5018 -0.1859 0.017
C -1.2807 -0.3317 -0.9117 -0.124
O -2.4321 -0.7824 -0.1075 -0.264
O -2.3697 -0.3575 1.1229 -0.458
O 1.3064 -0.3564 -1.1641 -0.513
H 0.0457 0.7795 1.8782 0.226
H 0.1346 2.2280 -0.2238 0.480
H 0.3392 -1.6368 0.1400 0.222
H -1.2577 -1.0413 -1.8712 0.235
H -1.4625 0.7612 -1.3559 0.180
H -3.2039 0.1270 1.3943 0.468
```

***

[3]
Here is the molecule C4H6OS at a distorted geometry from OMol25. Energies are from ωB97M-V/def2-TZVPD.

Computed properties:
HOMO level   -0.34537 hartree

Structure (XYZ):
```
12
Properties=species:S:1:pos:R:3:nbo_charge:R:1
C 0.0128 1.8172 1.1805 -0.386
C -0.1524 0.5419 0.8184 -0.130
C 0.4211 -0.5718 1.7582 -0.661
S -0.9896 0.0741 -0.7478 0.216
C 0.2680 -0.9315 -1.4475 0.238
O 1.3691 -0.8482 -1.0312 -0.526
H -0.2309 2.6139 0.4901 0.206
H 0.2831 2.1304 2.2268 0.213
H 1.5042 -0.6939 1.7014 0.241
H 0.0194 -1.5855 1.4586 0.217
H 0.0365 -0.4360 2.8376 0.225
H -0.0292 -1.5637 -2.3572 0.147
```

***

[4]
Here is the molecule C4H6OS at a distorted geometry from OMol25. Energies are from ωB97M-V/def2-TZVPD.

Computed properties:
HOMO level   -0.32080 hartree

Structure (XYZ):
```
12
Properties=species:S:1:pos:R:3:nbo_charge:R:1
C -1.8738 -0.2330 0.5240 -0.289
C -0.9616 0.2728 -0.1702 -0.190
C -1.3018 0.3241 -1.5736 -0.626
C 0.3988 0.0839 0.4034 0.243
O 0.4398 -0.0409 1.7388 -0.674
S 1.7886 -0.1495 -0.4726 -0.064
H -1.7970 -0.8441 1.5118 0.174
H -3.0483 -0.0829 0.5120 0.210
H -1.5026 1.5189 -1.9728 0.223
H -0.6276 -0.4357 -2.1533 0.268
H -2.4151 -0.0711 -1.6753 0.219
H -0.3154 -0.0528 2.3262 0.505
```

***

[5]
Here is the molecule C4H6OS at a distorted geometry from OMol25. Energies are from ωB97M-V/def2-TZVPD.

Computed properties:
HOMO level   -0.32230 hartree

Structure (XYZ):
```
12
Properties=species:S:1:pos:R:3:nbo_charge:R:1
O -1.9875 -1.3826 0.4524 -0.611
C -1.3076 -0.5044 -0.2447 0.241
S -1.9755 0.5522 -1.2755 -0.097
C 0.1329 -0.4375 0.1061 -0.373
C 0.5736 0.9276 0.5887 -0.397
C 1.1871 0.3365 -0.6276 -0.387
H -1.2602 -1.9350 0.7508 0.480
H 0.7041 -1.2433 0.6090 0.226
H 0.9645 1.2710 1.4839 0.225
H -0.0969 1.7286 0.3176 0.232
H 2.2098 -0.0384 -0.5572 0.219
H 0.8558 0.7252 -1.6034 0.241
```

***

[6]
Here is a structure of composition C4H6OS at a distorted geometry from OMol25. Energies are from ωB97M-V/def2-TZVPD.

Computed properties:
HOMO level   -0.30105 hartree

Structure (XYZ):
```
12
Properties=species:S:1:pos:R:3:nbo_charge:R:1
C -0.0815 1.4819 -0.4092 -0.641
C 0.1099 0.0441 -0.9603 -0.144
C 0.7470 -1.3421 0.9950 -0.409
C -0.5168 -1.0090 1.0375 0.079
H 0.2591 2.2884 -1.4251 0.210
H 0.4412 1.6094 0.5555 0.230
H -1.3457 1.3809 -0.4437 0.251
H -0.2475 0.1036 -1.9449 0.223
H 1.4674 -1.6095 1.7299 0.235
H -1.2780 -1.4452 1.6080 0.213
O -1.0513 -0.6933 -0.1785 -0.512
S 1.4960 -0.8091 -0.5641 0.265
```

***

Computed E_LUMO (eV) in order:
-0.09; 0.21; 0.77; -0.37; 0.65; 0.82
Computed ΔE to the lowest compared entry with this formula, charge and spin (kcal per mole) in order:
51.5; 137.3; 34.8; 81.4; 43.7; 82.6